Entry 1:
79
Properties=species:S:1:pos:R:3:forces:R:3:mulliken_spin:R:1 method="wB97M-V/def2-TZVPD" spin_multiplicity=5 s2=6.082 charge=+2 total_energy_ev=-59251.374 e_above_lowest_kcal_mol=0.00
Ru -1.49970 -1.38121 -1.22514 -0.35 3.16 2.23 1.63
C -2.06883 1.91377 -1.00656 -0.45 -0.35 0.89 0.23
C -1.92501 1.30868 -2.27019 -0.82 -1.18 0.03 0.21
C -3.24659 -0.08280 -0.91441 0.46 0.63 -0.57 -0.04
C -2.84099 1.08189 -0.15992 0.19 0.09 -0.63 0.04
C -2.69011 0.08318 -2.25443 -0.51 0.99 0.54 0.33
C -1.67677 3.29732 -0.64734 0.41 0.51 0.12 0.00
H -0.94875 3.71417 -1.35603 -0.16 -0.07 0.22 0.00
H -1.24410 3.33099 0.36023 -0.12 0.10 -0.18 0.00
H -2.54373 3.98117 -0.63937 0.21 -0.31 -0.05 0.01
C -3.28982 1.43362 1.20568 -0.25 0.05 0.52 0.01
H -3.43833 2.51752 1.34257 0.09 -0.37 -0.20 0.01
H -2.56124 1.11212 1.96543 -0.12 0.02 -0.10 0.03
H -4.23886 0.93198 1.44203 0.31 0.18 -0.01 0.00
C -4.35864 -1.01746 -0.63584 -0.83 -0.37 -0.04 0.07
H -4.63902 -1.01296 0.42429 0.10 -0.10 -0.28 -0.01
H -4.03484 -2.03371 -0.91371 -0.63 0.22 0.12 -0.01
H -5.24909 -0.76543 -1.23272 0.13 -0.07 0.19 0.01
C -3.21709 -0.64415 -3.42933 -0.02 -0.22 -0.51 0.02
H -4.31295 -0.56327 -3.49163 0.32 -0.18 -0.06 0.00
H -2.94165 -1.70927 -3.31226 -0.44 -0.01 -0.53 0.01
H -2.77906 -0.25097 -4.35677 -0.17 -0.33 0.17 0.00
C -1.32515 1.94452 -3.46398 0.43 0.09 -0.33 -0.01
H -2.01704 2.68775 -3.88900 0.16 -0.14 0.09 0.02
H -1.08862 1.23390 -4.26949 -0.09 0.16 0.26 0.00
H -0.40366 2.47264 -3.18994 -0.15 -0.01 -0.18 0.01
C 1.69628 1.25806 3.09839 -0.11 -0.42 0.77 -0.04
C 0.99639 1.82921 2.12083 -0.14 0.06 0.30 0.07
C 1.58273 2.67145 1.00889 -0.15 -0.12 -0.29 -0.03
C 2.82234 2.10638 0.25620 0.34 0.52 -0.74 0.04
C 2.65548 0.61088 0.02643 -1.62 -1.22 -1.92 -0.10
C 2.86396 -0.43120 1.03295 -1.35 -0.59 0.09 0.62
C 3.51661 -0.30686 2.32276 0.20 0.61 1.00 0.07
C 3.17786 1.00928 3.11602 0.72 -0.06 -0.01 0.02
H 1.80349 3.67643 1.41797 0.09 -0.44 -0.25 0.00
H 3.77622 2.35896 0.72137 -0.15 -0.16 0.16 0.00
H 0.78429 2.83013 0.26223 0.44 -0.09 0.21 -0.01
H 3.79989 1.82871 2.71198 -0.44 -0.24 0.40 0.00
H 1.23468 0.85197 4.03043 -0.15 0.19 -1.22 0.01
H -0.09958 1.77039 2.13299 0.37 0.23 0.28 0.00
H 3.45419 0.83145 4.17003 0.25 0.23 -0.56 -0.01
H 3.17827 -1.14262 2.93112 0.25 -0.18 0.08 0.00
H 2.30194 -1.36895 0.88035 0.24 0.62 0.02 0.14
H 4.59736 -0.40263 2.16957 0.17 0.07 0.44 0.03
H 2.85057 2.62875 -0.72193 0.03 -0.35 0.37 -0.01
H 1.61776 0.46819 -0.36074 -0.05 0.33 0.53 0.02
P 3.38551 -0.45071 -1.39120 2.93 1.34 0.72 0.14
C 5.09334 -0.81275 -0.76712 -0.13 -0.29 -0.03 -0.02
C 3.83237 0.09879 -3.05784 -0.50 0.20 -0.60 0.04
P 0.51668 -2.13543 -1.29024 2.63 -2.81 -0.62 0.11
C 2.47827 -1.98171 -1.53414 -0.89 -0.49 0.49 -0.04
C -0.01164 -1.73157 -3.00736 1.08 -0.37 -0.71 0.02
C 0.58726 -3.98151 -1.12774 0.53 -0.08 0.12 0.02
H 5.07159 -1.61579 -0.01518 0.08 0.31 -0.23 0.01
H 5.52096 0.09565 -0.30026 -0.33 -0.37 -0.26 0.00
H 5.74790 -1.11208 -1.60310 -0.31 0.05 0.42 0.00
H 4.71941 -0.48001 -3.36909 -0.48 0.19 0.13 0.01
H 4.10497 1.16070 -3.07168 -0.14 -0.20 0.00 0.00
H 3.01949 -0.09841 -3.77163 0.23 0.29 0.13 0.00
H 1.62044 -4.37233 -1.15032 -0.55 0.07 -0.14 0.00
H -0.01121 -4.44867 -1.92290 0.15 0.14 0.26 0.00
H 0.15513 -4.23828 -0.13959 0.30 0.00 -0.66 0.00
H 2.96820 -2.64035 -0.78905 -0.59 0.19 -0.36 0.00
H 2.66849 -2.42943 -2.53610 -0.16 0.33 0.61 0.00
H -0.72268 -2.42537 -3.44875 0.12 -0.08 -0.18 -0.01
H 0.93940 -1.77637 -3.52899 -0.17 0.00 -0.71 0.04
H -0.34023 -0.69190 -3.07034 -0.06 0.13 -0.32 0.00
Te -1.70447 -2.74255 0.86907 -0.11 -0.28 0.79 0.32
C -2.19084 -1.60271 2.57874 -0.51 0.13 0.08 -0.01
C -3.52257 -1.47336 3.00105 0.49 0.51 0.39 -0.01
C -3.79665 -0.63967 4.10509 0.19 -0.36 -0.30 0.01
C -2.75025 -0.01523 4.79873 -0.14 -0.15 -0.40 -0.01
C -1.42812 -0.23121 4.40170 -0.07 -0.13 -0.20 0.01
C -1.13434 -1.02714 3.29162 -0.67 -0.02 -0.02 -0.01
H -4.30708 -2.01773 2.47114 0.08 0.34 0.25 -0.01
H -4.83079 -0.48025 4.41063 0.28 -0.10 0.00 0.00
H -2.96304 0.64563 5.64262 0.05 -0.30 -0.28 0.00
H -0.62179 0.23123 4.95494 -0.03 -0.02 0.06 0.00
H -0.12477 -1.24145 2.95732 0.05 0.31 0.21 0.00


Entry 2:
9
Properties=species:S:1:pos:R:3:forces:R:3:mulliken_charge:R:1 method="wB97M-V/def2-TZVPD" charge=-1 total_energy_ev=-90254.799 e_above_lowest_kcal_mol=74.19
C 1.57958 -0.02326 2.02446 -1.85 -0.45 0.65 0.64
C -0.46990 -0.32285 0.03419 -1.19 -1.10 6.76 -0.49
N 0.11612 0.24298 1.95695 -2.31 -0.93 -3.39 -0.19
O 1.82309 -0.89241 1.18458 1.60 -0.18 -0.40 -0.70
O 2.08187 0.44065 3.03580 1.23 0.45 0.01 -0.67
Cl -0.60030 1.74298 2.44807 0.48 -0.20 -0.31 -0.17
Br -2.34370 -0.40533 0.05501 -0.93 -0.31 0.19 -0.15
H -0.00991 -1.25255 0.07723 0.92 -1.09 -0.38 0.38
H -0.31512 0.45317 -0.53017 2.03 3.82 -3.13 0.35


Entry 3:
94
Properties=species:S:1:pos:R:3:forces:R:3:mulliken_charge:R:1 method="wB97M-V/def2-TZVPD" charge=+1 total_energy_ev=-164603.144 e_above_lowest_kcal_mol=274.72
C 2.49855 -1.98733 1.04387 0.59 0.61 0.39 -0.81
C 1.80666 -1.11332 -0.20430 1.76 -1.39 -0.55 -0.34
N 0.54568 -0.36560 0.24234 -3.63 1.10 1.37 0.29
C -0.65874 -1.23816 0.63136 -1.57 5.83 1.06 -0.06
P -0.77309 -3.12811 0.62072 1.92 -3.32 -1.60 0.19
N 0.27854 -3.94260 -0.28200 -1.67 0.76 0.13 -0.64
C -2.04695 -0.47878 1.18149 3.20 2.27 -0.94 0.01
B -3.38148 -1.36566 1.68256 -1.70 -1.70 1.57 0.42
O -3.78238 -1.41743 3.13353 -0.72 0.75 -4.65 -0.49
O -4.21856 -2.16367 0.76223 1.46 3.36 1.29 -0.42
C -4.70086 -1.36254 -0.37352 -0.73 -0.11 -1.42 -0.26
C -2.17195 1.15337 1.26879 4.34 -2.57 -1.30 -0.37
B -3.60447 1.75833 1.82766 -2.05 1.34 1.65 0.89
N -4.55474 2.55512 0.91964 0.12 -2.14 1.96 -0.61
O -4.05391 1.61784 3.25402 3.69 0.98 -2.62 -0.63
C -0.84703 2.02473 0.83249 -0.09 -3.59 -0.47 -0.06
C -0.87317 3.68191 0.88830 -0.20 0.10 1.21 -0.91
Cl -0.61008 4.47091 -0.81030 -0.09 -1.37 1.90 -0.12
C 0.17729 4.30364 2.03247 -0.58 -0.55 0.20 -0.04
C 0.17354 3.38562 3.39774 0.30 0.58 0.29 -0.78
Cl -0.59211 5.95608 2.53156 0.90 -1.50 -0.65 -0.17
C 0.50854 1.17455 0.34411 -3.15 -2.09 0.82 0.69
P 2.04747 2.29141 -0.08373 -0.08 0.69 -1.91 0.34
O 2.47171 1.95530 -1.76382 0.80 -0.80 3.35 -0.50
Br 3.78899 1.70707 1.31251 -0.81 -0.44 -0.79 -0.20
H 2.53129 -3.13740 0.83229 -0.53 2.33 0.39 0.30
H 3.63552 -1.64642 1.16459 -2.54 -0.59 -0.38 0.29
H 1.99495 -1.71096 2.08994 0.98 -0.85 -2.36 0.22
H 2.66763 -0.42761 -0.59308 -2.22 -0.64 0.82 0.15
H 1.53468 -1.81109 -1.13488 0.24 1.42 2.37 0.38
H -2.09345 -3.59007 0.16440 0.59 1.28 1.03 0.17
H -0.55916 -3.57228 2.00553 -0.68 1.27 -0.73 0.12
H -0.27441 -4.53786 -0.96738 0.89 0.91 0.81 0.42
H -4.80207 -1.40205 3.07130 2.19 -0.47 0.44 0.33
H -4.02335 -1.55803 -1.32034 -1.40 0.46 1.88 0.20
H -5.80897 -1.73004 -0.59372 2.48 0.85 0.42 0.28
H -4.73357 -0.20671 -0.16099 0.13 -2.25 -0.34 -0.11
H -5.17575 1.86754 0.41743 0.91 1.21 0.12 0.27
H -5.20128 3.10656 1.54008 0.76 -0.83 -0.75 0.26
H -3.22659 1.65313 3.84687 -1.89 -0.56 -1.06 0.32
H -1.92712 4.12143 1.22051 2.12 -1.55 -0.81 0.46
H 1.24856 4.51605 1.59419 -2.31 -0.46 0.93 0.37
H -0.92614 3.22713 3.82646 2.33 0.29 -1.20 0.16
H 0.71725 2.36254 3.21192 -1.14 1.93 0.35 0.20
H 0.75709 3.98084 4.24244 -1.16 -1.28 -1.92 0.39
H 3.46806 1.86857 -1.85572 -1.50 0.15 0.16 0.38
C -2.20238 -6.17113 -2.95757 -0.44 -0.11 -0.43 -0.25
O -1.47119 -5.18383 -2.25402 0.14 1.07 0.27 -0.54
H -1.83349 -7.15852 -2.67030 -0.09 0.25 -0.02 0.00
H -3.26201 -6.09206 -2.70229 0.36 -0.19 -0.19 0.18
H -2.06416 -6.03146 -4.03247 0.01 -0.21 -0.02 0.30
H -1.82060 -4.31917 -2.52922 0.30 -0.49 0.06 0.23
C -1.74767 6.92177 -3.71870 -0.19 0.05 0.11 -0.60
O -0.50660 6.41796 -3.26013 0.42 -0.32 0.39 -0.31
H -1.66512 7.15499 -4.78281 0.07 -0.07 0.20 0.22
H -2.52463 6.16732 -3.57254 -0.18 0.14 -0.12 0.26
H -1.99923 7.83089 -3.16711 -0.19 0.02 -0.16 0.28
H -0.61058 6.22013 -2.31381 0.15 0.32 -0.60 0.28
C 2.24245 4.38876 -3.24991 -0.34 0.25 -0.38 -0.53
O 2.17378 4.84159 -4.58954 -0.19 0.19 -0.18 -0.56
H 3.17581 3.83899 -3.10810 -0.14 0.22 -0.19 0.24
H 2.22085 5.24633 -2.57290 0.01 -0.13 0.29 0.22
H 1.39751 3.72713 -3.04410 0.12 0.01 0.17 0.35
H 1.33577 5.32542 -4.68504 0.38 -0.16 0.10 0.27
C -4.35755 -8.12686 -0.59678 -0.21 0.01 0.06 -0.50
O -4.42622 -7.67403 -1.93641 -0.67 0.11 -0.18 -0.49
H -3.42419 -8.67664 -0.45497 -0.13 0.11 -0.13 0.19
H -4.37915 -7.26929 0.08023 0.04 -0.14 0.24 0.20
H -5.20249 -8.78849 -0.39097 0.12 -0.05 0.26 0.29
H -5.26423 -7.19020 -2.03192 0.42 -0.37 -0.04 0.28
C 0.21381 -9.41227 -3.09451 -0.03 -0.22 -0.03 -0.53
O -0.67068 -9.53565 -4.19306 -0.30 -0.35 -0.22 -0.50
H 0.51200 -8.36606 -2.99420 -0.09 -0.14 -0.10 0.19
H -0.29172 -9.73395 -2.18062 0.21 0.06 0.19 0.23
H 1.10060 -10.02655 -3.26862 0.13 0.10 0.24 0.31
H -0.91784 -10.47389 -4.25697 0.08 0.58 -0.06 0.30
C 5.14387 6.21068 -2.99265 0.15 0.10 -0.21 -0.45
O 5.59005 5.61037 -1.79060 0.48 -0.39 0.39 -0.51
H 4.07895 6.43734 -2.90265 0.25 -0.06 0.02 0.09
H 5.69779 7.13661 -3.16604 -0.15 0.04 -0.20 0.33
H 5.29807 5.51994 -3.82520 -0.17 0.19 -0.18 0.24
H 6.53744 5.42090 -1.90031 -0.56 0.12 0.16 0.30
C 5.24705 4.91040 3.74649 0.01 -0.05 -0.19 -0.45
O 4.73757 3.83172 4.50888 -0.34 -0.60 -0.03 -0.49
H 5.60721 5.68665 4.42565 -0.10 -0.21 -0.05 0.26
H 6.07516 4.55981 3.12555 0.05 0.26 -0.09 0.24
H 4.45336 5.31981 3.11682 0.15 0.22 -0.11 0.19
H 4.42582 3.15916 3.87964 0.18 0.37 0.43 0.24
C 2.44667 -2.16898 5.48472 0.12 0.11 0.19 -0.56
O 3.06034 -2.27330 4.21315 0.36 0.31 -0.43 -0.47
H 1.63056 -2.89270 5.54582 0.17 0.08 -0.10 0.22
H 3.18170 -2.38541 6.26389 -0.22 0.02 0.17 0.28
H 2.04701 -1.16047 5.61592 -0.11 -0.04 0.25 0.24
H 3.77990 -1.61978 4.18863 -0.34 -0.45 -0.03 0.28